(1)
{
  "formula": "C49H51HgN5O5P3",
  "method": "the ωB97M-V functional and the def2-TZVPD basis",
  "symbols": ["Hg", "N", "C", "C", "O", "N", "C", "C", "O", "O", "H", "H", "H", "H", "H", "H", "C", "N", "C", "P", "C", "C", "C", "C", "C", "C", "C", "C", "C", "C", "C", "C", "C", "C", "C", "C", "C", "C", "P", "C", "C", "C", "C", "C", "C", "C", "C", "C", "C", "C", "C", "H", "H", "H", "H", "H", "H", "H", "H", "H", "H", "H", "H", "H", "H", "H", "H", "H", "H", "H", "H", "H", "H", "H", "H", "H", "H", "H", "H", "H", "C", "P", "C", "C", "C", "C", "C", "C", "C", "H", "H", "H", "H", "H", "H", "H", "H", "H", "H", "H", "O", "N", "C", "C", "C", "C", "C", "H", "H", "H", "H", "H", "O", "N"],
  "positions_angstrom": [[1.628, -2.223, 0.411], [-0.584, -3.737, 0.756], [-0.192, -4.980, 0.110], [1.318, -5.253, 0.047], [1.654, -6.445, -0.016], [2.150, -4.214, 0.033], [3.576, -4.494, 0.000], [4.467, -3.488, 0.763], [5.668, -3.790, 0.829], [3.919, -2.464, 1.268], [-0.453, -3.776, 1.769], [-1.540, -3.486, 0.547], [-0.538, -4.964, -0.929], [-0.618, -5.878, 0.570], [3.942, -4.527, -1.033], [3.767, -5.485, 0.411], [-2.666, 1.185, 0.697], [-2.519, 2.138, -0.389], [-1.315, 2.184, -1.205], [-0.812, 0.620, -2.164], [-1.013, 1.304, -3.876], [-0.160, 2.362, -4.214], [-0.134, 2.887, -5.495], [-0.948, 2.348, -6.484], [-1.776, 1.280, -6.174], [-1.807, 0.763, -4.883], [-2.325, -0.403, -2.036], [-2.179, -1.723, -1.616], [-3.292, -2.541, -1.464], [-4.562, -2.040, -1.712], [-4.718, -0.724, -2.134], [-3.604, 0.084, -2.304], [-3.536, 3.068, -0.576], [-4.859, 2.746, -0.240], [-5.881, 3.667, -0.406], [-5.627, 4.929, -0.923], [-4.321, 5.255, -1.264], [-3.288, 4.350, -1.090], [-1.120, 0.792, 1.570], [-1.584, 0.011, 3.140], [-2.020, -1.309, 3.059], [-2.360, -2.006, 4.206], [-2.262, -1.385, 5.443], [-1.821, -0.072, 5.533], [-1.478, 0.627, 4.384], [-0.366, 2.368, 2.061], [-1.124, 3.532, 2.195], [-0.509, 4.731, 2.521], [0.866, 4.773, 2.719], [1.624, 3.618, 2.587], [1.015, 2.416, 2.256], [-3.053, 0.211, 0.371], [-3.372, 1.583, 1.428], [-0.442, 2.468, -0.612], [-1.468, 2.948, -1.961], [0.511, 2.770, -3.462], [0.533, 3.709, -5.726], [-0.928, 2.750, -7.489], [-2.406, 0.843, -6.939], [-2.461, -0.072, -4.665], [-1.189, -2.093, -1.376], [-3.169, -3.572, -1.151], [-5.431, -2.674, -1.582], [-5.707, -0.329, -2.333], [-3.732, 1.107, -2.640], [-5.092, 1.754, 0.122], [-6.893, 3.383, -0.143], [-6.428, 5.643, -1.058], [-4.095, 6.238, -1.659], [-2.277, 4.652, -1.327], [-2.045, -1.793, 2.089], [-2.660, -3.043, 4.139], [-2.506, -1.935, 6.343], [-1.729, 0.405, 6.501], [-1.118, 1.646, 4.457], [-2.196, 3.513, 2.034], [-1.102, 5.632, 2.617], [1.346, 5.711, 2.971], [2.697, 3.652, 2.723], [1.594, 1.510, 2.121], [2.824, -0.599, -3.379], [3.318, -0.630, -1.604], [5.026, -1.267, -1.739], [3.537, 1.172, -1.345], [2.420, 1.885, -0.905], [2.473, 3.264, -0.764], [3.653, 3.948, -1.027], [4.779, 3.244, -1.427], [4.720, 1.865, -1.589], [1.853, -0.110, -3.465], [2.722, -1.626, -3.734], [3.552, -0.073, -4.001], [5.623, -0.765, -2.504], [4.963, -2.327, -1.988], [5.515, -1.208, -0.766], [1.523, 1.332, -0.644], [1.598, 3.805, -0.420], [3.698, 5.024, -0.905], [5.708, 3.768, -1.617], [5.607, 1.332, -1.906], [0.209, -3.683, 3.566], [1.477, -3.968, 3.604], [1.924, -5.161, 3.157], [3.267, -5.466, 3.172], [4.184, -4.543, 3.646], [3.707, -3.321, 4.091], [2.357, -3.054, 4.064], [1.160, -5.820, 2.776], [3.578, -6.419, 2.768], [5.244, -4.742, 3.601], [4.381, -2.542, 4.414], [1.905, -2.118, 4.351], [0.992, -0.345, 0.958], [-0.361, -0.102, 0.512]],
  "forces_ev_per_a": [[-0.020, 0.093, 0.108], [0.031, -0.007, -0.087], [-0.019, 0.000, 0.018], [-0.013, -0.004, -0.057], [0.016, 0.011, 0.014], [0.047, -0.049, 0.006], [-0.012, 0.022, -0.050], [-0.039, -0.028, 0.076], [-0.001, 0.000, -0.013], [0.059, 0.039, -0.100], [-0.029, 0.010, 0.024], [-0.002, -0.003, 0.010], [-0.006, 0.002, -0.008], [-0.002, 0.003, 0.003], [-0.005, -0.003, -0.005], [0.012, 0.004, -0.002], [0.001, 0.011, -0.026], [0.028, 0.065, 0.090], [-0.044, -0.046, -0.022], [0.017, -0.025, -0.027], [0.025, 0.043, 0.008], [-0.020, 0.000, 0.035], [-0.014, -0.007, -0.031], [0.017, 0.017, 0.013], [-0.010, -0.017, 0.008], [-0.018, -0.017, -0.023], [0.007, 0.021, -0.004], [0.000, 0.018, 0.002], [0.001, 0.000, -0.006], [-0.001, 0.001, 0.000], [0.003, -0.002, 0.001], [-0.012, -0.021, 0.008], [-0.022, -0.043, -0.020], [-0.008, 0.003, 0.005], [0.001, 0.003, 0.003], [0.000, 0.001, -0.003], [-0.001, 0.001, 0.002], [0.006, -0.001, -0.009], [0.005, 0.047, -0.052], [0.032, -0.039, -0.007], [0.022, -0.020, -0.013], [-0.002, -0.004, 0.025], [-0.005, -0.006, -0.006], [0.012, 0.019, -0.001], [-0.053, 0.023, 0.011], [-0.045, 0.014, -0.010], [0.023, 0.010, -0.013], [0.006, -0.002, -0.007], [-0.007, 0.003, 0.007], [0.005, -0.001, 0.011], [0.012, -0.023, 0.030], [-0.010, -0.006, 0.025], [0.020, 0.009, 0.011], [-0.005, -0.024, 0.020], [0.025, 0.022, 0.000], [0.001, 0.001, 0.009], [0.000, 0.000, 0.002], [0.002, 0.000, 0.000], [0.001, 0.000, -0.002], [0.010, 0.006, -0.009], [0.002, -0.005, 0.002], [-0.002, 0.003, 0.003], [0.002, 0.000, 0.001], [-0.001, 0.000, 0.000], [-0.003, -0.003, -0.007], [-0.007, 0.006, -0.002], [0.000, 0.000, 0.001], [0.000, 0.001, 0.000], [0.001, 0.000, 0.000], [-0.003, 0.003, -0.003], [0.016, 0.002, 0.002], [0.010, -0.002, -0.003], [-0.005, 0.002, 0.001], [-0.001, 0.000, 0.001], [0.005, -0.004, 0.000], [-0.007, -0.003, -0.006], [0.000, 0.000, 0.001], [0.001, 0.001, 0.000], [-0.001, 0.003, 0.001], [-0.005, 0.007, -0.003], [0.036, 0.014, -0.011], [-0.038, -0.089, -0.115], [0.009, 0.004, 0.039], [-0.012, 0.006, 0.024], [0.009, -0.012, -0.004], [0.007, 0.001, -0.015], [-0.011, 0.003, 0.007], [0.010, -0.002, -0.003], [-0.006, 0.002, -0.023], [0.004, -0.008, -0.006], [-0.002, 0.000, -0.001], [0.005, 0.002, 0.003], [0.003, 0.006, 0.004], [-0.001, 0.000, -0.006], [0.003, 0.002, -0.001], [-0.002, -0.003, 0.011], [0.003, 0.004, 0.000], [-0.002, 0.000, 0.000], [0.000, 0.000, 0.001], [0.003, -0.001, 0.003], [-0.075, -0.073, 0.090], [0.051, -0.018, -0.039], [-0.009, -0.008, 0.020], [0.019, 0.006, 0.022], [-0.010, -0.036, 0.014], [-0.012, 0.011, 0.005], [0.009, 0.018, -0.011], [-0.007, 0.002, 0.005], [-0.003, 0.003, -0.002], [0.002, 0.007, 0.000], [0.004, -0.002, -0.006], [-0.001, 0.004, 0.005], [0.006, 0.027, 0.122], [-0.022, -0.001, -0.090]],
  "homo_lumo_gap_ev": 6.93,
  "homo_ha": -0.1741,
  "charge": -1,
  "multiplicity": 1,
  "total_energy_ha": -3725.25599
}

=====

(2)
{
  "formula": "C2H6FNO",
  "method": "the ωB97M-V functional and the def2-TZVPD basis",
  "symbols": ["C", "C", "N", "O", "F", "H", "H", "H", "H", "H", "H"],
  "positions_angstrom": [[0.321, 0.412, -1.211], [0.212, -0.416, 0.100], [0.836, -0.096, 1.233], [-1.740, 0.491, 0.352], [0.155, -1.767, -0.109], [-0.393, 0.087, -1.955], [0.229, 1.477, -0.924], [1.270, 0.139, -1.550], [0.829, -0.985, 1.728], [0.605, 0.818, 1.625], [-2.323, -0.161, 0.712]],
  "forces_ev_per_a": [[-0.986, -0.547, 2.464], [-2.743, 1.598, -2.695], [-0.165, -1.134, -0.632], [2.646, -0.547, -0.431], [-0.031, 1.680, 0.485], [-0.373, 0.145, 0.279], [0.035, -0.696, -0.448], [1.916, 0.066, -0.827], [0.269, 0.907, 1.293], [0.025, -0.759, 0.111], [-0.592, -0.713, 0.400]],
  "homo_lumo_gap_ev": 9.57,
  "homo_ha": -0.3246,
  "multiplicity": 1,
  "total_energy_ha": -309.58017
}

=====

(3)
{
  "formula": "C3H5N3S2",
  "method": "the ωB97M-V functional and the def2-TZVPD basis",
  "symbols": ["C", "N", "N", "C", "N", "S", "C", "S", "H", "H", "H", "H", "H"],
  "positions_angstrom": [[-0.917, 1.750, 2.421], [-0.704, 1.840, 0.981], [0.110, 0.745, 0.629], [-0.548, 0.148, -0.458], [0.155, -0.834, -1.165], [-0.297, -1.058, -2.933], [1.188, -1.509, -0.502], [2.351, -2.438, -1.208], [-0.595, 1.143, 3.353], [-1.498, 2.819, 2.588], [-1.804, 0.234, -0.799], [1.110, -1.489, -3.434], [1.449, -1.351, 0.528]],
  "forces_ev_per_a": [[-1.015, 5.077, -5.075], [-0.030, -2.613, 8.720], [-3.935, -1.480, -5.977], [-0.011, 1.312, 2.605], [0.447, -0.984, 0.337], [3.158, -0.771, 0.964], [0.942, -0.193, -2.367], [-0.822, 0.195, -0.272], [-0.208, 0.504, -2.356], [1.296, -3.102, 0.413], [4.160, 0.420, 1.106], [-2.723, 0.925, 1.437], [-1.258, 0.711, 0.466]],
  "homo_lumo_gap_ev": 8.01,
  "homo_ha": -0.3205,
  "smiles": "C=N/N=C/N(S)C=S",
  "multiplicity": 1,
  "total_energy_ha": -1077.72503
}

=====

What did the second record say?
{
  "formula": "C2H6FNO",
  "method": "the ωB97M-V functional and the def2-TZVPD basis",
  "symbols": ["C", "C", "N", "O", "F", "H", "H", "H", "H", "H", "H"],
  "positions_angstrom": [[0.321, 0.412, -1.211], [0.212, -0.416, 0.100], [0.836, -0.096, 1.233], [-1.740, 0.491, 0.352], [0.155, -1.767, -0.109], [-0.393, 0.087, -1.955], [0.229, 1.477, -0.924], [1.270, 0.139, -1.550], [0.829, -0.985, 1.728], [0.605, 0.818, 1.625], [-2.323, -0.161, 0.712]],
  "forces_ev_per_a": [[-0.986, -0.547, 2.464], [-2.743, 1.598, -2.695], [-0.165, -1.134, -0.632], [2.646, -0.547, -0.431], [-0.031, 1.680, 0.485], [-0.373, 0.145, 0.279], [0.035, -0.696, -0.448], [1.916, 0.066, -0.827], [0.269, 0.907, 1.293], [0.025, -0.759, 0.111], [-0.592, -0.713, 0.400]],
  "homo_lumo_gap_ev": 9.57,
  "homo_ha": -0.3246,
  "multiplicity": 1,
  "total_energy_ha": -309.58017
}

=====

multiplicity of number 2 (C2H6FNO)? 1